1.
Computed, not measured: C2H8N2 in the gas phase, with the ωB97M-V functional and the def2-TZVPD basis.

```
! RIJCOSX wB97M-V def2-TZVPD def2/J DEFGRID3
* xyz 0 1
C -1.373 0.184 1.022
N -0.653 0.129 -0.221
C 0.746 0.258 -0.148
N 1.557 -0.004 -1.406
H -2.314 -0.365 0.940
H -1.802 1.283 1.319
H -0.884 -0.354 1.798
H -0.953 -0.732 -0.727
H 1.184 1.182 0.180
H 1.003 -0.453 0.589
H 2.372 -0.574 -1.245
H 1.117 -0.553 -2.100
*
```

Values from the calculation:
- HOMO-LUMO gap (eV) = 9.70
- energy relative to the best compared isomer or geometry (same formula, charge and spin) (kJ/mol) = 123.3
- HOMO level (eV) = -8.522
- SMILES = CNCN

---

2.
Computed, not measured: 7 unconnected molecules or ions with the total composition C39H59BF18IN3O17PS, with the ωB97M-V functional and the def2-TZVPD basis.

```
! RIJCOSX wB97M-V def2-TZVPD def2/J DEFGRID3
* xyz 1 1
C -0.904 4.865 4.854
C -1.232 3.763 4.117
C -0.917 3.568 2.653
C -0.912 4.632 1.667
P -1.318 6.404 2.007
O -0.157 7.117 2.978
O -1.347 7.333 0.619
S -3.079 6.452 2.828
N -0.546 4.004 0.432
B -0.415 4.671 -0.921
O 0.418 5.779 -1.090
C -1.197 4.105 -2.195
C -2.770 4.037 -2.028
C -0.360 2.680 0.715
O 0.013 1.855 -0.284
C 1.465 1.691 -0.366
C 2.151 2.525 -1.503
N 3.563 2.099 -1.656
C 4.504 3.014 -0.978
C 5.280 3.920 -2.034
C 6.775 4.144 -1.587
O 5.319 3.245 -3.318
N -0.584 2.332 2.011
C -0.539 1.027 2.703
I 1.357 -0.004 2.625
C -1.754 0.169 2.179
C -3.075 0.962 2.574
H 0.109 5.322 4.736
H -1.621 5.277 5.607
H -1.756 2.926 4.646
H -0.578 7.913 3.366
H -0.450 7.735 0.576
H 0.009 6.399 -1.723
H -0.837 3.064 -2.410
H -0.990 4.700 -3.127
H -3.159 3.407 -2.879
H -3.112 3.518 -1.094
H -3.280 5.031 -2.158
H 1.718 0.609 -0.504
H 1.911 2.018 0.614
H 2.182 3.607 -1.217
H 1.614 2.440 -2.489
H 3.707 1.157 -1.295
H 5.303 2.390 -0.482
H 4.046 3.639 -0.166
H 4.787 4.913 -2.201
H 7.250 3.133 -1.470
H 7.321 4.807 -2.303
H 6.766 4.613 -0.565
H 6.135 3.580 -3.725
H -0.748 1.227 3.788
H -1.791 -0.842 2.654
H -1.760 0.035 1.066
H -3.999 0.423 2.253
H -3.119 1.990 2.136
H -3.114 1.090 3.694
C -1.782 -2.564 -3.261
C -2.117 -3.901 -2.631
O -2.137 -3.800 -1.196
C -3.252 -3.296 -0.660
O -4.206 -2.929 -1.282
C -3.150 -3.292 0.865
F -1.967 -2.817 1.296
F -3.280 -4.528 1.383
F -4.093 -2.537 1.448
H -0.844 -2.175 -2.857
H -1.689 -2.661 -4.343
H -2.554 -1.823 -3.046
H -1.343 -4.628 -2.880
H -3.063 -4.297 -3.004
C 4.563 -4.796 1.591
C 5.232 -4.158 0.391
O 4.257 -3.804 -0.608
C 3.593 -2.670 -0.404
O 3.749 -1.944 0.540
C 2.632 -2.406 -1.565
F 1.934 -3.501 -1.907
F 3.289 -2.005 -2.666
F 1.732 -1.449 -1.278
H 3.956 -5.646 1.283
H 5.308 -5.135 2.312
H 3.896 -4.092 2.091
H 5.909 -4.872 -0.076
H 5.827 -3.288 0.675
C -7.500 -4.997 2.324
C -6.723 -5.726 1.246
O -6.914 -7.146 1.354
C -8.048 -7.627 0.830
O -8.889 -6.963 0.297
C -8.093 -9.149 0.972
F -7.737 -9.555 2.204
F -7.253 -9.749 0.107
F -9.313 -9.645 0.739
H -7.235 -5.380 3.311
H -7.291 -3.926 2.291
H -8.574 -5.143 2.203
H -5.657 -5.543 1.378
H -6.991 -5.374 0.248
C -0.700 -8.834 0.022
C -0.813 -9.001 1.524
O 0.489 -9.060 2.132
C 1.097 -7.889 2.332
O 0.639 -6.821 2.040
C 2.443 -8.102 3.027
F 3.154 -9.099 2.472
F 2.287 -8.419 4.324
F 3.217 -7.007 2.984
H -0.078 -9.624 -0.405
H -1.686 -8.870 -0.444
H -0.230 -7.884 -0.235
H -1.305 -9.946 1.753
H -1.412 -8.207 1.974
C -7.374 3.360 -6.061
C -7.030 2.028 -6.694
O -5.952 1.388 -5.989
C -6.287 0.741 -4.867
O -7.396 0.669 -4.425
C -5.056 0.072 -4.254
F -3.987 0.895 -4.221
F -4.680 -1.014 -4.954
F -5.267 -0.331 -2.996
H -6.487 3.993 -5.996
H -8.137 3.878 -6.644
H -7.748 3.229 -5.044
H -6.683 2.184 -7.715
H -7.899 1.370 -6.747
C 9.877 8.633 3.126
C 10.609 7.884 2.031
O 10.411 6.465 2.159
C 9.259 5.989 1.681
O 8.403 6.652 1.169
C 9.208 4.469 1.840
F 9.602 4.068 3.061
F 10.011 3.849 0.956
F 7.974 3.978 1.654
H 10.172 8.259 4.108
H 10.094 9.700 3.073
H 8.798 8.496 3.043
H 11.682 8.056 2.122
H 10.311 8.227 1.039
*
```

Values from the calculation:
- HOMO-LUMO gap (eV) = 7.94
- HOMO level (eV) = -11.156

---

3.
Computed, not measured: 6 unconnected molecules or ions with the total composition C31H64N3O19PS5, with the ωB97M-V functional and the def2-TZVPD basis.

```
! RIJCOSX wB97M-V def2-TZVPD def2/J DEFGRID3
* xyz 0 1
C -1.890 -6.344 7.324
C -0.501 -6.630 6.583
C -0.191 -5.334 5.703
C 1.141 -4.582 6.180
C 1.121 -4.204 7.718
C 1.523 -3.408 5.220
C 2.538 -3.757 4.141
C 2.969 -2.794 3.165
C 2.429 -1.390 3.144
N 2.905 -0.568 2.129
C 2.328 0.653 2.266
C 2.718 1.729 1.180
C 1.566 1.693 0.084
O 1.837 0.740 -0.953
C 1.369 1.083 3.327
P 0.699 2.831 3.418
O 1.844 3.768 3.609
O -0.174 3.254 2.069
O -0.254 3.013 4.787
N 0.928 0.231 4.289
C 1.459 -1.046 4.194
C 1.002 -2.046 5.237
C -0.042 -1.581 6.333
N -1.341 -2.281 6.247
H -2.699 -6.273 6.540
H -1.794 -5.303 7.757
H -2.120 -7.104 8.116
H 0.294 -6.803 7.365
H -0.574 -7.510 5.892
H 0.058 -5.716 4.668
H -1.079 -4.660 5.662
H 1.950 -5.367 6.071
H 0.076 -3.894 8.001
H 1.439 -5.057 8.377
H 1.791 -3.336 7.975
H 2.968 -4.787 4.111
H 3.730 -3.099 2.402
H 3.670 1.426 0.661
H 2.890 2.742 1.626
H 1.449 2.707 -0.382
H 0.568 1.443 0.554
H 1.313 -0.071 -0.835
H -1.045 3.599 2.361
H -0.900 2.281 4.851
H -0.260 -0.481 6.264
H 0.371 -1.735 7.374
H -1.505 -2.917 7.023
H -1.502 -2.715 5.342
O -5.041 6.516 1.512
S -4.671 7.710 2.215
O -4.389 8.933 1.523
O -3.445 7.376 3.198
C -2.277 6.760 2.645
C -1.414 7.761 1.903
C -5.874 8.035 3.467
H -2.552 5.921 2.000
H -1.710 6.351 3.484
H -1.915 8.121 1.003
H -0.468 7.305 1.604
H -1.208 8.632 2.528
H -6.051 7.121 4.031
H -6.790 8.356 2.973
H -5.502 8.826 4.115
O -0.613 -4.864 0.315
S 0.389 -4.086 -0.357
O 0.255 -2.664 -0.517
O 0.684 -4.742 -1.793
C -0.417 -4.976 -2.677
C -0.875 -3.698 -3.354
C 1.962 -4.427 0.364
H -1.241 -5.460 -2.146
H -0.065 -5.678 -3.434
H -1.320 -3.009 -2.634
H -1.622 -3.916 -4.119
H -0.031 -3.182 -3.816
H 2.091 -5.505 0.436
H 1.979 -3.979 1.357
H 2.737 -3.984 -0.258
O 3.391 -7.145 -0.637
S 3.841 -7.475 -1.960
O 3.048 -7.185 -3.117
O 4.263 -9.024 -1.995
C 3.312 -10.000 -1.550
C 2.247 -10.263 -2.598
C 5.456 -6.803 -2.200
H 2.866 -9.697 -0.600
H 3.871 -10.918 -1.366
H 1.609 -9.389 -2.737
H 1.613 -11.100 -2.298
H 2.702 -10.489 -3.563
H 6.078 -7.067 -1.347
H 5.358 -5.720 -2.274
H 5.870 -7.204 -3.124
O -0.785 3.277 -5.498
S -0.359 3.545 -4.150
O -1.294 3.603 -3.066
O 0.534 4.882 -4.136
C -0.008 6.080 -4.711
C -1.013 6.742 -3.788
C 0.932 2.420 -3.723
H -0.446 5.874 -5.688
H 0.833 6.756 -4.872
H -1.911 6.131 -3.681
H -1.312 7.715 -4.182
H -0.591 6.876 -2.790
H 1.673 2.414 -4.520
H 0.491 1.431 -3.612
H 1.376 2.735 -2.781
O -4.233 6.171 -7.934
S -2.813 6.288 -8.098
O -2.087 7.419 -7.593
O -2.451 6.096 -9.654
C -3.121 6.920 -10.615
C -2.544 8.323 -10.650
C -2.041 4.815 -7.507
H -4.196 6.939 -10.422
H -2.976 6.447 -11.587
H -2.755 8.858 -9.723
H -2.974 8.894 -11.475
H -1.459 8.292 -10.766
H -2.552 3.954 -7.930
H -2.127 4.806 -6.424
H -0.992 4.826 -7.797
*
```

Values from the calculation:
- HOMO-LUMO gap (eV) = 7.89
- HOMO level (eV) = -8.728
- SMILES = CCC[C@H](C)c1ccc2nc(CCO)c(P(=O)(O)O)nc2c1CN.CCOS(C)(=O)=O.CCOS(C)(=O)=O.CCOS(C)(=O)=O.CCOS(C)(=O)=O.CCOS(C)(=O)=O

---

4.
Computed, not measured: a molecular structure, C33H40F3IrN3PSSb, with the ωB97M-V functional and the def2-TZVPD basis.

```
! RIJCOSX wB97M-V def2-TZVPD def2/J DEFGRID3
* xyz 3 1
Ir -0.289 0.359 1.150
N 1.197 0.717 2.779
N 1.534 2.084 2.894
C 1.084 2.994 2.027
N 1.439 4.253 2.172
S 0.046 2.554 0.716
H 0.727 0.435 3.642
H 2.076 0.199 2.718
H 2.171 2.334 3.641
H 2.042 4.575 2.916
H 1.067 4.955 1.548
F 3.790 -5.958 0.728
C 3.327 -4.741 0.513
C 3.677 -4.086 -0.658
C 3.181 -2.813 -0.879
C 2.338 -2.212 0.062
C 2.025 -2.884 1.242
C 2.516 -4.157 1.474
Sb 1.784 -0.234 -0.340
C 1.698 0.001 -2.407
C 1.396 -1.107 -3.201
C 1.392 -0.987 -4.579
C 1.687 0.247 -5.138
F 1.677 0.368 -6.453
C 1.995 1.360 -4.368
C 2.001 1.231 -2.993
C 3.364 0.888 0.471
C 3.578 2.239 0.186
C 4.660 2.904 0.734
C 5.514 2.209 1.581
F 6.540 2.850 2.112
C 5.327 0.870 1.884
C 4.248 0.209 1.315
H 4.329 -4.574 -1.370
H 3.469 -2.297 -1.787
H 1.412 -2.428 2.011
H 2.291 -4.701 2.382
H 1.177 -2.074 -2.764
H 1.177 -1.829 -5.224
H 2.232 2.296 -4.855
H 2.243 2.098 -2.394
H 2.911 2.786 -0.468
H 4.870 3.941 0.506
H 6.034 0.362 2.526
H 4.127 -0.852 1.510
C -1.459 -1.912 1.378
C -2.230 -1.783 0.052
C -3.543 -2.555 0.170
C -1.412 -2.332 -1.115
P -2.308 0.071 -0.031
C -3.440 0.572 1.284
C -4.798 0.243 1.249
C -5.630 0.609 2.296
C -5.118 1.288 3.396
C -3.771 1.612 3.447
C -2.942 1.265 2.390
C -2.817 0.877 -1.619
C -1.633 0.949 -2.576
C -3.970 0.094 -2.260
C -3.274 2.302 -1.269
H -1.197 -2.954 1.591
H -2.012 -1.533 2.236
H -0.371 -1.518 1.320
H -3.313 -3.621 0.228
H -4.179 -2.410 -0.704
H -4.104 -2.287 1.063
H -1.140 -3.370 -0.915
H -0.495 -1.765 -1.280
H -1.986 -2.315 -2.041
H -5.219 -0.296 0.413
H -6.682 0.362 2.254
H -5.773 1.569 4.209
H -3.374 2.151 4.297
H -1.902 1.592 2.423
H -1.277 -0.034 -2.884
H -0.802 1.505 -2.139
H -1.950 1.483 -3.473
H -3.686 -0.923 -2.530
H -4.251 0.609 -3.181
H -4.858 0.065 -1.632
H -2.495 2.873 -0.757
H -4.170 2.311 -0.651
H -3.502 2.821 -2.201
*
```

Values from the calculation:
- HOMO-LUMO gap (spin up / spin down) (eV) = 6.87 / 6.87
- energy relative to the best compared isomer or geometry (same formula, charge and spin) (kJ/mol) = 6.5
- HOMO level (spin up / spin down) (eV) = -16.939 / -16.939

---

5.
Computed, not measured: C5H4N2S in the gas phase, with the ωB97M-V functional and the def2-TZVPD basis.

```
! RIJCOSX wB97M-V def2-TZVPD def2/J DEFGRID3
* xyz 0 1
C 1.684 0.978 0.990
C 0.297 0.967 0.847
C -0.242 0.614 -0.535
C -0.338 -0.962 -0.285
C -1.446 -1.616 -1.005
H -0.160 1.739 1.542
H 0.601 0.657 -1.408
H -1.216 0.875 -0.872
H 0.587 -1.415 -0.445
N 2.855 0.935 1.079
N -2.423 -2.020 -1.466
S -0.198 -0.752 1.558
*
```

Values from the calculation:
- HOMO-LUMO gap (eV) = 9.77
- energy relative to the best compared isomer or geometry (same formula, charge and spin) (kJ/mol) = 194.4
- HOMO level (eV) = -9.996
- SMILES = N#C[C@H]1C[C@H](C#N)S1

---

6.
Computed, not measured: C5H13NO in the gas phase, with the ωB97M-V functional and the def2-TZVPD basis.

```
! RIJCOSX wB97M-V def2-TZVPD def2/J DEFGRID3
* xyz 0 1
C -0.704 -0.332 0.679
C -0.765 -0.639 -0.827
C -1.423 -1.981 -1.129
C -1.438 0.477 -1.612
N 0.663 -0.067 1.116
C 1.204 1.198 0.696
O 2.550 1.282 1.127
H -1.062 -1.187 1.246
H -1.331 0.554 0.855
H 0.260 -0.645 -1.202
H -1.249 -2.373 -2.121
H -1.101 -2.703 -0.379
H -2.490 -1.914 -0.930
H -2.531 0.408 -1.603
H -1.125 1.473 -1.286
H -1.154 0.425 -2.663
H 0.750 -0.132 2.123
H 1.169 1.257 -0.387
H 0.669 2.036 1.166
H 2.936 0.406 0.941
*
```

Values from the calculation:
- HOMO-LUMO gap (eV) = 10.21
- energy relative to the best compared isomer or geometry (same formula, charge and spin) (kJ/mol) = 98.2
- HOMO level (eV) = -9.127
- SMILES = CC(C)CNCO

---

7.
Computed, not measured: C2H6O in the gas phase, with the ωB97M-V functional and the def2-TZVPD basis.

```
! RIJCOSX wB97M-V def2-TZVPD def2/J DEFGRID3
* xyz 0 1
C -0.954 -0.026 0.056
C 0.526 0.351 0.007
O 1.409 -0.666 0.441
H -1.327 -0.076 1.084
H -1.535 0.738 -0.473
H -1.146 -0.990 -0.429
H 0.696 1.203 0.674
H 0.800 0.664 -1.009
H 1.589 -1.250 -0.304
*
```

Values from the calculation:
- HOMO-LUMO gap (eV) = 11.40
- energy relative to the best compared isomer or geometry (same formula, charge and spin) (kJ/mol) = 3.9
- HOMO level (eV) = -10.364
- SMILES = CCO

---

8.
Computed, not measured: a gas-phase ion, C3H7N4 (charge +1), with the ωB97M-V functional and the def2-TZVPD basis.

```
! RIJCOSX wB97M-V def2-TZVPD def2/J DEFGRID3
* xyz 1 3
C 1.866 -0.295 -0.058
C -0.606 -0.499 -0.057
C 0.719 -1.011 -0.130
N -0.502 2.049 -0.141
N -1.060 0.788 0.157
N 2.965 0.179 -0.064
N -1.653 -1.414 -0.071
H 0.714 -2.031 -0.547
H -0.597 2.779 0.613
H -2.051 0.758 -0.029
H 0.479 1.699 -0.135
H 3.788 0.405 0.375
H -1.446 -2.373 0.007
H -2.617 -1.034 0.080
*
```

Values from the calculation:
- HOMO-LUMO gap (spin up / spin down) (eV) = 6.04 / 6.20
- energy relative to the best compared isomer or geometry (same formula, charge and spin) (kJ/mol) = 201.3
- HOMO level (spin up / spin down) (eV) = -9.909 / -13.685

---

9.
Computed, not measured: a molecular structure, C32H18CoF5N4O3S, with the ωB97M-V functional and the def2-TZVPD basis.

```
! RIJCOSX wB97M-V def2-TZVPD def2/J DEFGRID3
* xyz -1 2
Co -0.310 -0.080 -0.011
O -3.850 -2.704 0.741
C -3.123 -3.791 1.052
C -3.827 -4.957 1.355
C -3.153 -6.118 1.675
C -1.761 -6.142 1.703
C -1.060 -4.984 1.416
C -1.713 -3.797 1.090
C -0.915 -2.571 0.803
O -1.534 -1.562 0.252
N 0.355 -2.580 1.081
N 0.910 -1.349 0.704
C 2.175 -1.240 0.783
C 2.913 -0.056 0.396
C 4.313 -0.091 0.476
C 5.094 0.989 0.131
C 4.455 2.162 -0.303
C 3.088 2.239 -0.392
C 2.255 1.134 -0.058
O 0.986 1.256 -0.165
H -3.191 -1.991 0.525
H -4.909 -4.918 1.337
H -3.715 -7.016 1.906
H -1.233 -7.054 1.950
H 0.022 -4.967 1.446
H 2.721 -2.109 1.153
H 4.781 -1.007 0.827
H 6.173 0.937 0.199
H 5.053 3.030 -0.565
H 2.594 3.148 -0.717
C 1.268 -1.433 -4.154
C 1.234 -1.102 -2.788
N 0.189 -0.560 -2.223
C -0.890 -0.279 -2.982
C -0.969 -0.598 -4.340
C 0.159 -1.192 -4.920
C -2.183 -0.324 -5.068
C -3.239 0.223 -4.452
C -3.185 0.584 -3.057
C -4.275 1.137 -2.371
C -4.145 1.446 -1.046
C -2.911 1.230 -0.412
N -1.876 0.728 -1.037
C -2.009 0.372 -2.335
H 2.157 -1.880 -4.576
H 2.084 -1.295 -2.138
H 0.136 -1.457 -5.972
H -2.235 -0.579 -6.120
H -4.156 0.408 -5.001
H -5.208 1.299 -2.899
H -4.968 1.854 -0.475
H -2.763 1.458 0.639
F -4.000 5.835 3.236
C -3.293 4.702 3.070
C -2.662 4.431 1.878
F -2.749 5.319 0.870
C -1.945 3.259 1.712
F -1.366 3.075 0.513
C -1.823 2.278 2.703
S -0.975 0.774 2.517
C -2.481 2.608 3.902
F -2.438 1.765 4.943
C -3.193 3.775 4.088
F -3.805 4.023 5.260
*
```

Values from the calculation:
- HOMO-LUMO gap (spin up / spin down) (eV) = 6.02 / 6.02
- energy relative to the best compared isomer or geometry (same formula, charge and spin) (kJ/mol) = 0.0
- HOMO level (spin up / spin down) (eV) = -4.152 / -4.136

---

10.
Computed, not measured: 2 unconnected molecules or ions with the total composition CH2O3S, with the ωB97M-V functional and the def2-TZVPD basis.

```
! RIJCOSX wB97M-V def2-TZVPD def2/J DEFGRID3
* xyz 0 1
C -1.556 -0.325 0.216
O 2.127 -0.461 -1.048
O 1.898 1.654 0.089
O -1.020 -1.061 0.961
S 2.156 0.239 0.206
H -2.219 -0.689 -0.582
H -1.388 0.643 0.159
*
```

Values from the calculation:
- HOMO-LUMO gap (eV) = 9.34
- energy relative to the best compared isomer or geometry (same formula, charge and spin) (kJ/mol) = 43.4
- HOMO level (eV) = -10.525